C34H42MgN4OSSb | ωB97M-V/def2-TZVPD

Last column: Löwdin charge in e.
Geometry (Å):
C: -2.77584 -1.41531 1.60206  -0.0864
C: -2.75919 -3.13457 3.25098  -0.0280
C: 3.80533 -1.94615 2.32350  -0.0824
C: 2.01672 3.01836 4.56157  -0.0342
H: 5.91913 -2.23239 2.13337  0.1045
C: 2.63629 -1.55259 1.69634  -0.0736
H: 1.43623 3.89294 4.84114  0.0791
S: -3.00695 3.04324 0.14720  1.1661
H: -0.78613 -5.30034 -0.51159  0.1616
N: -0.56387 -4.31822 -0.56794  0.1134
C: 0.08538 4.07685 2.49755  -0.0239
H: -0.80726 2.36937 -5.32249  0.0092
C: -1.68711 -3.69862 2.57616  0.0020
C: -1.20672 -3.07130 1.43273  -0.2402
H: -6.29237 1.10988 -2.96976  0.1068
C: -0.76514 -3.65785 -1.71216  -0.4687
C: -5.04995 -0.64396 -2.99648  -0.0738
C: -4.55668 1.33487 -1.75645  -0.0649
C: -1.54752 3.13954 1.06993  -0.4537
H: 3.14855 4.15791 1.49135  0.0931
C: -3.32385 -1.97147 2.74723  -0.0157
H: 0.79781 -0.32623 0.24675  0.0356
H: 1.05193 1.00417 1.48305  0.0780
C: 3.08817 1.71348 2.73859  -0.0577
H: -1.62466 2.90617 -3.84533  0.0033
C: 1.57980 2.08146 -3.15687  -0.3108
C: -5.38780 0.64619 -2.60944  -0.0751
H: 4.00702 4.19520 3.03240  0.0881
H: 2.51041 1.52452 -3.08949  -0.0061
H: 2.62263 0.80688 3.11542  0.0724
H: -2.25488 1.52227 -4.74474  0.0036
H: -0.15076 -0.84839 -5.51437  0.0013
H: 1.60980 2.70618 -4.04285  0.0060
C: 0.44628 1.88962 1.56785  0.0533
H: -5.70180 -1.18657 -3.66688  0.1042
C: -3.37893 0.73417 -1.29576  -0.3209
N: -1.73950 -1.94432 0.96874  0.0767
H: 2.52124 5.10923 2.83293  0.0768
H: -3.64835 -2.24371 -2.83305  0.0830
C: 2.24188 2.94925 3.04482  -0.5537
H: 3.77183 -2.27824 3.35047  0.1090
H: 5.97564 -1.45841 -0.21506  0.1088
H: -1.75714 5.05740 1.99012  0.1154
C: -1.21107 -4.47036 -2.89298  0.0367
C: 5.04276 -1.49032 0.32587  -0.0735
C: 2.65983 -1.14274 0.36416  -0.3232
N: 1.46959 -0.83720 -0.31258  0.0877
H: 3.26874 1.60945 1.67114  0.0887
H: 3.89939 -0.77112 -1.33688  0.1100
C: -3.01754 -0.57477 -1.65767  -0.1615
C: 0.89361 2.94276 2.34699  -0.1616
H: -3.15008 -3.59392 4.14556  0.1180
Sb: -0.09881 0.70803 -3.28726  1.3670
Mg: -1.15576 -0.90681 -0.86449  0.4180
H: 1.48558 2.13351 4.90748  0.0907
H: 1.06579 0.41963 -5.73133  0.0083
C: -2.51135 1.46377 -0.40866  -0.5441
H: 0.48093 -4.39140 1.22189  0.1391
C: 3.87786 -1.10364 -0.30827  -0.0317
C: 5.01037 -1.92485 1.64142  -0.0859
C: -0.78004 1.97333 0.89833  -0.2674
H: 2.97379 3.06779 5.07413  0.0887
C: 0.65918 -0.30772 -5.03651  -0.3088
H: 1.48269 2.71517 -2.27963  -0.0052
C: -3.88775 -1.23270 -2.52079  -0.1143
H: -2.09383 -5.06141 -2.66399  0.0967
H: -1.24123 -4.61694 2.92820  0.1192
C: -1.13395 4.18643 1.87339  -0.0625
C: 3.02361 4.18336 2.57157  -0.0371
H: 1.43523 -1.01164 -4.75535  -0.0029
C: -0.07434 -3.66206 0.63154  -0.0900
H: -4.81474 2.33798 -1.44286  0.0760
H: -4.16617 -1.50553 3.23241  0.1161
H: 0.59182 -2.85383 0.32151  0.0912
H: -0.42006 -5.15047 -3.20151  0.0982
H: 1.69794 -1.57023 2.23952  0.1127
H: 4.05334 1.81527 3.22752  0.0931
C: -1.35081 2.04123 -4.44097  -0.2919
N: -1.35846 1.05106 0.05487  0.0214
H: -3.18959 -0.51936 1.16297  0.1100
H: 0.42294 4.89289 3.11199  0.1119
H: 1.64194 -0.36110 -1.18894  0.0485
O: -0.55449 -2.44901 -1.79988  -0.0599
H: -1.42650 -3.79305 -3.71346  0.0922

Force components x, y, z for each atom (eV/Å):
-0.5296 0.1043 0.4013
0.0039 0.1928 -0.2086
0.0387 -0.0104 -0.0064
0.0519 -0.0110 -0.1650
0.0893 -0.0390 0.0558
-0.1707 -0.0490 -0.2038
-0.0492 0.1013 0.0658
0.4105 -0.3355 0.0711
-0.0116 0.0804 -0.1593
-0.0386 -0.1837 0.0538
-0.2274 0.0346 -0.1039
0.1247 -0.0331 -0.0205
-0.0702 0.1380 -0.1033
0.1396 -0.5872 0.4970
-0.1079 0.0244 -0.0557
0.0082 -0.9200 -0.1113
0.0130 -0.1703 -0.0448
0.1225 0.0923 0.1050
-0.0105 -0.3301 -0.1968
0.0491 0.0260 -0.1302
0.1758 -0.1167 -0.0146
0.4271 0.3273 0.1237
0.1713 -0.0652 0.0154
-0.2045 0.2271 0.0667
-0.0484 0.0861 0.0899
-0.3253 -0.2512 0.1292
-0.0691 0.0925 -0.0042
0.1605 0.0190 0.0653
0.1121 -0.0696 0.0282
-0.0482 -0.1324 -0.0061
-0.1012 -0.0616 0.0070
-0.1022 -0.0854 -0.0714
-0.0246 0.0411 -0.1504
-0.1160 -0.0354 -0.0559
-0.0543 -0.0437 -0.0571
-0.7522 -0.5455 -0.6431
0.4587 0.0749 -0.2266
-0.0314 0.1311 0.0265
-0.0678 -0.0804 -0.0962
0.2158 -0.0421 0.1106
0.0007 0.0063 0.0997
0.1039 0.0099 -0.0370
-0.0237 0.1772 0.0648
0.0567 0.1976 -0.1416
-0.0304 -0.0559 0.0516
0.3770 -0.2683 0.4450
-0.4333 0.1825 -0.3084
0.0266 -0.0978 -0.1576
0.0424 0.0296 -0.1239
-0.1450 0.3746 -0.0142
0.0103 -0.0550 -0.0250
-0.0398 -0.0553 0.0761
0.4052 0.5978 -0.8915
0.1926 0.2403 0.3305
-0.0560 -0.0797 0.0596
0.0225 0.1253 -0.0381
-0.2277 1.0728 0.4022
-0.0051 0.1048 -0.0455
-0.2453 0.0260 -0.0822
0.0755 0.0380 0.0534
0.0222 1.1012 0.5871
0.1222 0.0073 0.1028
-0.1490 0.0272 0.4039
0.0012 0.0527 0.0946
-0.0890 -0.0199 -0.0542
-0.0835 -0.0247 0.0785
0.1043 -0.0327 -0.0101
0.0900 -0.0469 0.0243
-0.0559 -0.1283 0.0616
0.1038 -0.1076 0.0215
0.0147 0.1776 0.1271
-0.1348 0.0796 -0.0901
-0.0639 0.0746 -0.0006
0.0870 -0.2461 0.0264
0.0902 -0.0589 0.0141
-0.0709 0.0000 0.0178
0.1197 -0.0163 0.0659
0.0630 -0.2681 0.3795
-0.0453 -0.6345 -0.3383
-0.0706 0.0603 0.0379
0.0538 0.1283 0.1173
-0.0815 0.1104 0.0904
0.3081 -0.3871 -0.5278
-0.0543 -0.0134 -0.0245

Results
Multiplicity: 1
Kohn-Sham gap: 0.2989 hartree
Largest force on an atom: 1.25 eV/Å
Net charge: +1
Energy above the lowest of the compared OMol25 structures with the same formula, charge and spin: 21.4 kcal/mol

C34H42MnN4O3PSe | ωB97M-V/def2-TZVPD

Last column: Löwdin charge in e.
Geometry (Å):
H: -1.69068 -2.12350 3.75973  0.0449
C: -1.85003 2.47049 0.16016  -0.4335
H: 3.64413 0.76159 -3.32155  0.1024
C: -1.06834 -1.71297 -1.72547  -0.3704
H: 1.31786 2.91880 4.23840  0.0922
C: 1.61802 -4.98658 -4.96376  -0.0707
C: 1.37480 -3.91956 1.99174  -0.0066
C: 3.20215 3.50874 -2.48565  -0.0248
C: 2.52063 -3.99616 -4.61082  -0.0757
C: -0.02904 -1.10710 6.40451  -0.0168
C: 1.01639 -3.23827 -2.88064  -0.3722
P: 0.73066 -2.07109 -1.49542  1.0668
H: 3.45994 -3.90120 -5.13998  0.1078
H: 1.01632 -0.13853 8.96253  0.0855
H: 1.84637 -5.66509 -5.77516  0.1096
H: 2.61130 1.74857 -4.38085  0.0992
H: 1.09062 -4.93986 1.77003  0.1151
H: -0.93978 -1.43288 -3.85040  0.1104
C: 1.65981 -0.56316 8.18928  -0.0484
C: 1.05819 -0.35114 6.82730  -0.2733
C: -3.79480 -1.20719 -2.04614  -0.0770
H: -0.82323 -4.34568 -2.70771  0.1111
H: 3.60382 3.83917 -1.52846  0.0924
H: -4.15295 4.73566 0.20952  0.0993
C: 0.98513 0.85108 4.71569  -0.3160
H: 2.79021 -1.95464 4.35345  0.1134
H: 2.29981 -0.28778 2.59625  0.1016
H: 2.42038 3.20501 0.28453  0.1475
Mn: -0.06693 -0.02380 0.50997  0.6302
C: 1.94571 -3.58023 3.19853  -0.0391
H: 1.21414 3.99147 -0.75576  0.1360
H: 2.40674 1.21045 6.27145  0.1196
C: 1.49062 3.05199 -0.27192  -0.0915
H: -3.34757 -1.01550 -4.13756  0.1107
C: 2.31840 -2.25880 3.43031  -0.0494
H: -1.94128 -2.58788 5.45402  0.0766
N: 1.44943 -1.63014 1.28824  0.0209
H: -3.77931 4.19261 1.85092  0.1084
N: -3.08154 2.95971 0.29550  -0.1210
C: 2.21897 -3.12482 -3.57361  -0.1069
H: -2.51739 4.92119 0.83928  0.0833
H: -2.72155 -1.14159 4.78434  0.0777
C: -0.70083 3.32940 0.69025  -0.1210
H: 4.04164 3.36664 -3.16070  0.0981
C: 0.41904 -5.11215 -4.27294  -0.0695
H: -4.85460 -1.03126 -2.17783  0.1110
C: -4.23597 2.10184 0.06474  -0.0005
Se: -1.05152 0.43866 2.65876  0.7735
H: 2.10862 -4.33849 3.95265  0.1173
C: -1.92000 -1.67932 -0.61958  -0.1526
C: -3.38881 4.27277 0.83369  -0.0197
H: 1.89207 0.50726 -3.33538  0.0744
H: 2.56121 4.29474 -2.89186  0.1028
H: 2.68774 1.86630 3.88688  0.0836
H: -0.28722 -5.88519 -4.54728  0.1095
N: 2.49433 2.24347 -2.35319  -0.1250
O: -1.62344 1.35610 -0.33174  -0.0554
H: 1.77372 -1.62552 8.40756  0.0790
C: 2.67481 1.25560 -3.41172  -0.0098
C: 2.04890 -1.33141 2.45402  -0.1345
H: 2.63626 -0.08681 8.26698  0.0744
H: 1.25815 1.85883 2.83371  0.0074
C: -3.27899 -1.44650 -0.78451  -0.0791
H: -0.42714 -1.87493 7.05984  0.1197
C: -1.81215 -1.74589 4.77492  -0.0933
C: 1.16393 -2.91947 1.03741  -0.3839
C: -0.12434 0.09357 4.32172  -0.4990
H: 0.43354 -4.18166 -0.39341  0.1093
H: -4.68085 1.82493 1.02336  0.1078
C: -1.59296 -1.43009 -2.98674  -0.0865
N: 0.62478 -3.21147 -0.19940  -0.1177
H: 2.92238 -2.34895 -3.29283  0.0915
C: -0.62992 -0.90562 5.17081  -0.3084
H: -4.97824 2.62941 -0.53397  0.0984
C: 0.11758 -4.24466 -3.23606  -0.0967
H: -0.90523 3.54558 1.74075  0.1327
C: 1.71060 1.96072 -1.31195  -0.3848
C: 1.55425 0.61231 5.96519  -0.0242
C: 1.59729 1.93120 3.86252  -0.0801
C: -2.94733 -1.18871 -3.14685  -0.0587
H: -3.92076 1.20527 -0.45566  0.0646
H: -3.93509 -1.46588 0.07695  0.1189
H: -1.55322 -1.94090 0.37351  0.0801
O: 1.16770 0.86016 -1.16744  -0.0706
O: 0.51666 2.62137 0.64203  -0.1856
H: -0.62240 4.26948 0.13946  0.1337

Force components x, y, z for each atom (eV/Å):
-0.0386 -0.0404 -0.0025
0.0601 0.0877 0.1383
0.0066 0.0395 0.0001
0.0948 -0.0646 0.1366
0.0039 0.0097 -0.0314
0.0179 0.0007 0.0138
0.0406 -0.0701 -0.0014
-0.0352 0.1202 0.0789
0.0408 -0.0147 -0.0383
-0.0101 -0.0328 -0.0066
0.0297 0.1610 0.0806
-0.2306 -0.8342 -0.3558
-0.0157 -0.0006 -0.0065
0.0190 -0.0027 0.0090
0.0027 0.0057 0.0034
0.0143 0.0223 0.0140
0.0196 -0.0011 -0.0060
-0.0123 -0.0361 -0.0539
-0.0300 -0.0095 -0.0187
0.0720 -0.0012 0.0245
-0.0302 0.0439 0.0475
-0.0469 0.0257 -0.0186
-0.0014 -0.0065 -0.0296
0.0180 0.0223 0.0018
-0.1029 -0.0289 -0.0215
-0.0567 0.0310 0.0144
-0.0668 -0.0254 0.0325
0.0423 0.0926 -0.0778
0.7785 0.6345 -0.8062
-0.0561 0.0546 -0.1318
0.0325 0.0242 0.0040
0.0134 -0.0082 -0.0040
-0.0194 -0.1869 0.0895
0.0046 0.0441 0.0119
0.1546 0.0152 0.0393
-0.0002 0.0364 0.0431
-0.3688 -0.2123 -0.1104
0.0405 -0.0135 -0.0007
-0.0837 -0.0890 -0.1359
-0.0267 0.0601 0.0437
-0.0633 -0.0177 0.0052
-0.0372 -0.0591 -0.0391
0.0798 -0.1175 0.1225
0.0050 -0.0146 -0.0057
-0.0771 -0.0354 0.0209
-0.0073 -0.0453 0.0104
-0.0073 -0.0516 -0.0240
-0.6651 0.2859 0.8408
0.0056 -0.0057 0.0016
0.0828 -0.3804 -0.1357
0.0168 0.0569 0.0903
0.0038 -0.0074 0.0037
0.0086 -0.0270 -0.0301
-0.0058 0.0361 0.0440
0.0200 -0.0059 0.0006
-0.0128 -0.1476 -0.0780
0.1079 -0.1215 0.1035
0.0155 0.0061 0.0163
-0.0167 -0.0500 0.0249
0.0118 0.0327 -0.0080
0.0042 -0.0103 0.0195
0.0012 0.0621 -0.0663
-0.1307 0.1349 0.0861
0.0008 -0.0061 -0.0026
0.0700 0.0314 0.0140
0.0880 0.1535 0.1369
0.1271 -0.0540 -0.1713
-0.0700 -0.0403 0.0453
-0.0070 0.0123 -0.0176
0.0315 0.0876 0.0130
0.1673 0.3657 0.0110
0.0080 -0.0143 -0.0131
0.0014 0.0446 -0.1092
0.0288 0.0341 0.0036
0.0224 0.0265 0.0081
-0.0136 0.0509 -0.0267
-0.0838 0.0184 0.0626
-0.0149 -0.0378 0.0055
-0.0412 -0.0571 0.0354
0.1084 -0.0031 -0.0396
0.0268 -0.0165 -0.0218
0.0357 0.0189 0.0189
-0.0626 -0.0962 -0.0161
-0.0089 0.0351 0.1639
0.0159 0.0653 -0.0500
-0.0435 0.0103 -0.0231

Results
Multiplicity: 6
Kohn-Sham gap (alpha / beta): 0.2767 / 0.2836 hartree
Largest force on an atom: 1.29 eV/Å
Net charge: +1
Expectation value of S²: 8.76
Energy above the lowest of the compared OMol25 structures with the same formula, charge and spin: 0.0 kcal/mol